# 1
68
Properties=species:S:1:pos:R:3:forces:R:3 method="wB97M-V/def2-TZVPD" lumo_energy_ev="0.58 / 0.58" s2=0.767 multiplicity=2 de_lowest_kj_mol=0.0
Mn -0.527886 -1.312468 0.772752 -0.26 0.20 0.02
C -0.572345 3.617268 -1.885700 0.04 0.05 0.03
C -1.708691 2.633916 -1.958334 -0.03 -0.07 0.00
C -2.752781 2.902780 -2.839443 0.01 0.01 0.00
C -3.833954 2.046815 -2.975341 -0.04 -0.02 -0.01
C -3.894356 0.887998 -2.220163 -0.01 -0.01 0.00
C -2.859488 0.597076 -1.347085 -0.04 -0.05 -0.01
C -1.766519 1.447988 -1.206448 0.09 0.20 -0.04
P -0.538617 0.872457 0.012474 0.26 -0.39 0.00
C 1.112540 1.394150 -0.572680 -0.06 0.17 0.08
C 1.928202 2.154193 0.264231 -0.02 -0.05 -0.05
C 3.236068 2.447762 -0.091705 -0.01 -0.02 -0.02
C 3.737048 1.981803 -1.297813 0.02 0.03 0.04
C 2.929215 1.225503 -2.133409 0.01 0.00 -0.03
C 1.617483 0.915878 -1.790985 -0.02 0.01 0.03
C 0.779434 0.086979 -2.722504 -0.05 -0.07 -0.05
C -0.890438 1.771180 1.541022 0.00 -0.01 0.06
C -1.507971 3.014835 1.646384 -0.01 -0.01 -0.04
C -1.865329 3.506766 2.889156 0.01 -0.04 0.07
C -1.607579 2.739705 4.023877 -0.03 0.09 0.00
C -0.985311 1.509550 3.923676 0.03 -0.05 -0.11
C -0.602987 0.995556 2.678710 -0.11 0.02 -0.01
C 0.043952 -0.328058 2.476515 0.36 0.12 0.13
H -0.891992 4.581851 -2.278901 0.01 0.01 -0.01
H 0.284903 3.281612 -2.472871 0.01 -0.01 -0.02
H -0.212567 3.767842 -0.870048 0.00 0.00 0.04
H -2.714289 3.810184 -3.430664 0.00 0.01 0.01
H -4.628527 2.289641 -3.668958 -0.01 0.00 -0.01
H -4.731404 0.208441 -2.311608 -0.01 0.00 -0.01
H -2.887263 -0.319560 -0.769771 0.01 -0.03 0.01
H 1.535645 2.511954 1.208084 -0.02 0.00 0.02
H 3.856565 3.035890 0.571548 0.01 0.01 0.00
H 4.755537 2.202848 -1.589106 0.02 0.00 0.00
H 3.325250 0.860734 -3.074057 0.00 -0.01 0.00
H 1.392542 -0.336865 -3.517480 -0.01 -0.01 0.01
H -0.012956 0.679382 -3.185096 0.01 0.02 -0.01
H 0.277281 -0.729865 -2.192797 0.02 0.02 0.01
H -1.751805 3.579278 0.754380 0.00 0.01 -0.01
H -2.361247 4.463733 2.977538 -0.01 0.02 -0.01
H -1.903813 3.107219 4.999030 0.00 0.03 -0.01
H -0.791611 0.925219 4.815032 0.00 -0.02 0.01
H 0.043126 -0.912743 3.403504 0.00 -0.01 -0.02
H 1.104578 -0.150032 2.224939 -0.03 -0.02 0.16
N 1.147783 -2.533553 0.557174 -0.06 0.15 -0.25
C 2.473961 -2.363835 1.083281 0.01 -0.04 0.07
C 3.187833 -1.209404 0.802771 0.06 -0.05 -0.03
C 4.457035 -1.044278 1.333955 0.01 0.06 -0.01
C 5.008598 -2.011815 2.160988 0.00 -0.05 0.02
C 4.285711 -3.160895 2.444639 0.02 0.01 0.00
C 3.024115 -3.342746 1.898443 -0.04 0.06 0.04
H 1.152099 -2.619334 -0.457401 0.15 -0.03 0.00
H 0.730777 -3.391136 0.908191 0.02 -0.05 -0.02
H 2.748899 -0.439787 0.184142 -0.03 0.03 -0.03
H 5.006332 -0.138563 1.111174 0.01 0.00 0.00
H 5.992780 -1.869977 2.586626 0.01 0.00 0.00
H 4.701273 -3.922688 3.090912 0.02 0.00 0.00
H 2.461679 -4.242801 2.117718 -0.02 -0.01 0.00
C -2.692235 -4.751121 0.062773 -0.02 -0.03 -0.07
C -2.101230 -3.606690 -0.754325 0.13 -0.03 0.08
C -3.138488 -3.004856 -1.693877 0.00 -0.01 0.00
O -1.590151 -2.645541 0.117226 -0.36 -0.21 -0.09
H -3.133948 -5.520105 -0.574244 0.01 0.01 -0.04
H -3.468131 -4.360124 0.722874 -0.01 0.02 0.01
H -1.925918 -5.220364 0.680868 0.02 0.03 0.02
H -1.284304 -4.015731 -1.379335 -0.05 0.00 0.03
H -3.982595 -2.614429 -1.119686 0.01 0.00 0.02
H -3.515447 -3.749760 -2.397511 0.00 -0.03 0.01
H -2.704070 -2.186859 -2.267266 0.03 0.05 -0.02

# 2
70
Properties=species:S:1:pos:R:3:forces:R:3 method="wB97M-V/def2-TZVPD" lumo_energy_ev=-1.60 multiplicity=1 de_lowest_kj_mol=106.5
C 2.812966 -0.917456 3.148518 0.22 0.17 -0.05
O 2.248142 -1.972792 2.368100 -0.37 -0.31 0.21
C 1.453432 -2.824806 3.039527 -0.31 0.01 1.94
O 1.257840 -2.758217 4.245539 0.39 0.05 -1.67
C 0.874351 -3.901802 2.142054 -0.22 0.09 -0.50
C 1.671132 -5.217210 2.291071 0.59 0.11 -0.15
C 0.664452 -6.328530 2.600729 0.07 -0.17 0.26
C -0.718886 -5.679150 2.576016 -0.14 -0.42 -0.43
N -0.497795 -4.243541 2.471759 1.62 -0.74 -0.45
C -1.544928 -3.393489 2.258572 -1.70 2.00 0.80
C -1.621586 -2.070555 2.675061 -0.07 -2.21 -0.52
C -2.952728 -1.592646 3.204453 -0.62 0.78 -0.16
C -4.214019 -2.239172 2.564991 -0.04 -0.12 0.00
C -3.874898 -3.033091 1.306415 0.01 0.20 0.08
C -2.798630 -4.052549 1.656815 -0.11 -0.03 0.68
H 3.472734 -0.420521 2.442438 0.04 0.21 0.20
H 2.037665 -0.233116 3.503449 0.08 -0.18 -0.08
H 3.370867 -1.280861 4.014718 -0.10 -0.15 -0.18
H 0.948008 -3.522243 1.101175 -0.08 -0.14 0.39
H 2.209235 -5.415955 1.357279 -0.07 0.05 0.23
H 2.422940 -5.138778 3.087426 -0.21 0.05 -0.20
H 0.723204 -7.133481 1.861631 -0.01 0.14 0.13
H 0.873408 -6.779291 3.576407 -0.05 0.14 -0.16
H -1.262714 -6.079410 1.710367 -0.06 0.14 0.09
H -1.306826 -5.948452 3.465965 0.13 0.28 -0.13
H -0.737400 -1.469742 2.891250 -0.18 -0.39 0.34
H -3.055522 -1.830187 4.289242 0.58 0.30 -0.53
H -3.012574 -0.490950 3.122760 -0.07 -0.39 0.06
H -4.673978 -2.951484 3.270063 0.17 0.25 -0.08
H -4.968110 -1.462837 2.385008 0.13 -0.20 -0.11
H -4.762674 -3.555935 0.934542 0.09 0.10 -0.01
H -3.522312 -2.360452 0.518163 0.02 -0.09 0.02
H -2.526974 -4.649298 0.768339 0.10 0.29 0.33
H -3.242314 -4.763859 2.385117 0.22 0.16 -0.32
O 0.518131 -0.303870 -5.239102 -1.08 0.45 0.29
C -0.212800 0.709282 -5.326495 -0.47 0.06 -0.49
O -1.429713 0.988103 -5.194529 1.19 -1.13 0.09
C 0.624901 2.014030 -5.616290 -0.35 0.02 -0.79
C -0.166673 3.084680 -6.382310 0.18 -0.19 -0.42
C -0.509240 4.098312 -5.351086 0.22 0.26 0.70
C 0.130987 3.792323 -4.134170 -1.06 1.02 -0.62
C -0.045823 4.604957 -3.021848 0.09 0.55 0.32
C -0.770182 5.803276 -3.152425 -0.07 -0.59 -0.77
C -1.428845 6.089836 -4.360141 0.14 -0.09 0.32
C -1.334334 5.211915 -5.442681 0.23 -0.15 0.01
N 0.807114 2.571311 -4.275250 1.97 -1.72 2.13
C 1.409868 1.855290 -3.316169 -1.24 0.76 -2.57
C 1.645097 2.385924 -2.039082 -0.06 -0.34 3.05
C 1.346686 1.758560 -0.835826 0.69 0.83 -2.97
C 1.706665 2.374888 0.411975 0.42 0.61 2.08
C 1.325119 1.815380 1.664543 0.18 0.55 -0.58
C 1.581215 2.491783 2.861276 0.28 0.62 -0.07
C 2.203139 3.760837 2.846722 -0.16 -0.40 -0.39
C 2.651115 4.297034 1.628821 -0.14 -0.40 0.19
C 2.453570 3.580728 0.453436 -0.35 -0.08 0.08
H 1.589406 1.771415 -6.080078 -0.25 0.09 0.35
H 0.469834 3.502634 -7.165970 -0.08 0.20 0.01
H -1.073003 2.693834 -6.857059 0.26 -0.19 0.22
H 0.379008 4.331715 -2.066088 -0.15 0.23 -0.05
H -0.842377 6.498277 -2.323779 -0.03 -0.20 0.00
H -2.031477 6.998706 -4.443321 0.21 -0.35 0.02
H -1.889263 5.372028 -6.365654 0.14 0.15 0.21
H 1.766047 0.852358 -3.567803 -0.47 0.22 -0.38
H 2.107231 3.376845 -2.045363 -0.21 -0.35 0.10
H 0.778634 0.826923 -0.884448 0.29 0.14 0.28
H 0.825304 0.848628 1.671056 -0.02 0.18 0.03
H 1.289623 2.056210 3.824065 0.05 0.15 -0.47
H 2.349050 4.333084 3.765148 -0.07 -0.32 -0.21
H 3.153267 5.271838 1.581807 -0.17 -0.53 0.13
H 2.877191 3.992785 -0.456849 -0.14 -0.02 0.13

# 3
79
Properties=species:S:1:pos:R:3:forces:R:3 method="wB97M-V/def2-TZVPD" lumo_energy_ev=0.42 multiplicity=1 de_lowest_kj_mol=110.3
Zn -0.202900 -0.436600 0.529700 0.78 0.21 -0.64
C -4.414200 2.176100 6.411200 0.02 0.00 -0.01
C -3.333800 1.435100 5.684400 0.03 -0.09 0.00
C -2.527100 0.502800 6.326700 -0.05 0.05 -0.12
C -1.562200 -0.204800 5.624200 0.26 -0.16 -0.07
C -1.402900 0.030300 4.272000 0.32 -0.17 -0.31
C -2.189400 0.960000 3.619900 -0.12 0.13 -0.02
C -3.150000 1.659200 4.322300 0.12 -0.12 0.01
S -0.242700 -0.890500 3.270800 0.31 0.51 0.63
O -1.012900 -1.702700 2.349700 -0.30 -0.22 0.19
O 0.704700 -1.557300 4.120900 -0.10 -0.03 0.26
N 0.471600 0.227500 2.312000 -1.53 -0.18 0.90
C 1.762100 -0.017300 1.994600 1.77 -0.02 0.43
C 2.832000 0.020600 2.903300 0.00 0.01 -0.20
C 4.104500 -0.177500 2.425300 -0.14 -0.01 -0.04
C 4.297400 -0.414100 1.063600 -0.08 0.01 -0.10
C 3.192800 -0.470100 0.242200 0.35 -0.07 -0.15
N 1.953100 -0.290900 0.694700 -0.36 0.07 0.19
H -4.453700 1.892100 7.458600 -0.04 0.00 0.10
H -5.377200 1.956300 5.952000 -0.11 0.03 0.06
H -4.255100 3.251700 6.346800 -0.02 0.07 0.03
H -2.662800 0.319300 7.383700 0.01 -0.02 0.06
H -0.932900 -0.933700 6.110600 0.05 -0.08 0.09
H -2.030000 1.125100 2.570500 -0.09 0.08 -0.10
H -3.775100 2.377800 3.811400 -0.04 0.08 -0.08
H 2.621000 0.185900 3.946700 0.02 0.07 0.05
H 4.948500 -0.147700 3.100100 0.05 -0.01 0.02
H 5.285800 -0.562000 0.660900 0.07 -0.03 -0.09
H 3.281500 -0.674500 -0.814600 0.05 -0.05 -0.10
C -3.952500 -2.405800 -6.160900 0.00 -0.02 0.03
C -3.532600 -2.595300 -4.733300 -0.06 0.00 0.03
C -2.199500 -2.794800 -4.390600 -0.07 -0.01 0.10
C -1.813800 -2.875200 -3.061200 0.10 -0.08 -0.05
C -2.770200 -2.788900 -2.069100 0.02 -0.05 0.55
C -4.107500 -2.657900 -2.393300 -0.13 -0.06 0.09
C -4.485900 -2.551700 -3.719400 0.14 -0.01 -0.01
S -2.258300 -2.694500 -0.349000 -0.26 0.63 -0.69
O -1.066400 -3.468000 -0.188200 0.20 0.01 -0.10
O -3.403100 -2.948200 0.479000 -0.05 0.10 -0.15
N -1.787700 -1.120400 -0.303000 0.20 -1.74 -0.08
C -2.557400 -0.055700 -0.064800 -1.36 0.79 -0.06
C -3.961100 0.010700 -0.136300 -0.07 -0.01 0.11
C -4.583300 1.205300 0.124400 0.17 0.00 -0.03
C -3.817200 2.339900 0.406700 0.07 0.05 0.00
C -2.449100 2.198800 0.455100 -0.16 0.15 0.09
N -1.831900 1.034800 0.257800 -0.07 -0.23 -0.28
H -3.130700 -2.598300 -6.846100 0.02 -0.02 -0.06
H -4.292700 -1.380900 -6.314200 -0.01 0.03 -0.07
H -4.780700 -3.067200 -6.409100 -0.04 -0.03 -0.08
H -1.459700 -2.879900 -5.174600 0.08 0.01 -0.04
H -0.782400 -3.010700 -2.776800 0.19 -0.01 -0.03
H -4.835700 -2.659700 -1.598000 -0.15 0.03 0.04
H -5.529000 -2.430700 -3.975700 -0.10 0.00 0.00
H -4.510100 -0.889200 -0.341200 -0.17 -0.06 0.01
H -5.662600 1.269400 0.113800 -0.05 -0.01 -0.05
H -4.278000 3.296400 0.591100 -0.01 0.10 0.02
H -1.805500 3.038200 0.687400 0.02 0.06 0.04
C -0.731200 1.988600 -5.002600 -0.04 0.07 -0.10
N -0.700200 2.634200 -3.703500 -0.20 0.35 -0.13
C 0.603400 3.243500 -3.494100 0.01 0.14 -0.11
N 1.705300 2.309400 -3.650500 0.35 0.32 -0.10
C 1.608600 1.667600 -4.950700 0.07 0.06 -0.12
N 0.331400 1.011800 -5.174400 0.04 0.06 -0.43
C 0.153700 -0.131400 -4.306900 -0.06 -0.38 0.46
P 0.180000 0.269700 -2.454600 0.32 0.56 -0.68
C -1.021200 1.707900 -2.640400 -0.03 -0.29 0.39
C 1.728600 1.338200 -2.578900 -0.20 -0.41 0.29
H -0.621900 2.757900 -5.775500 -0.03 -0.09 0.06
H -1.697700 1.491300 -5.123600 0.04 0.05 -0.06
H 0.641300 3.665100 -2.485800 -0.01 0.05 -0.08
H 0.730600 4.049800 -4.223700 -0.02 -0.04 0.05
H 2.408000 0.927900 -5.047800 0.00 0.06 -0.01
H 1.738600 2.433400 -5.722500 0.01 -0.06 0.05
H 0.948400 -0.855700 -4.514900 -0.11 -0.06 0.02
H -0.807900 -0.598200 -4.537900 0.12 -0.04 0.05
H -1.044700 2.261600 -1.700500 -0.05 -0.09 -0.08
H -2.020300 1.290500 -2.815800 0.03 0.05 0.13
H 2.586700 0.676200 -2.733900 0.00 0.03 0.13
H 1.863100 1.857100 -1.624500 0.09 -0.07 -0.01

# 4
69
Properties=species:S:1:pos:R:3:forces:R:3 method="wB97M-V/def2-TZVPD" lumo_energy_ev="2.76 / 2.60" s2=6.032 multiplicity=5 total_charge=-1
Pt -0.956196 -0.046864 -0.476139 0.55 -0.05 -0.62
C 0.219125 2.046426 -1.114478 -0.16 0.35 -1.07
C 0.409228 0.881624 -1.948899 -1.52 0.62 -1.13
C -0.865103 0.620947 -2.613923 1.69 0.89 0.20
H 1.337972 0.382216 -2.181384 -0.16 -0.15 0.39
C -1.745295 1.711868 -2.276472 0.65 1.02 -0.44
C -1.071192 2.577306 -1.394219 0.20 0.42 -0.80
H -1.444980 3.535493 -1.034032 -0.01 -0.47 0.13
H 0.981111 2.464303 -0.466142 -0.21 -0.05 -0.08
H -1.005113 -0.138590 -3.371958 -0.16 0.07 0.14
H -2.720679 1.878499 -2.725323 0.13 -0.15 0.38
C -0.627587 0.432854 1.868007 -1.33 -1.14 0.22
C -1.070400 1.768972 1.671778 -1.77 0.97 0.36
C -2.414596 1.747599 1.224219 0.90 0.49 1.16
H -0.466197 2.652117 1.888644 -0.24 -0.27 -0.23
C -2.847043 0.400631 1.122215 0.32 -0.21 1.78
C -1.714904 -0.460608 1.473730 -0.05 1.24 1.16
H -1.760878 -1.530447 1.629255 0.03 0.13 0.12
H 0.278722 0.127756 2.389317 -0.23 0.11 -0.57
H -3.057219 2.603008 1.032471 0.32 -0.13 -0.09
H -3.880527 0.081695 1.050597 0.32 0.06 -0.23
O -2.892549 -0.404466 -1.010435 -1.67 -1.50 -1.25
C -5.573718 -0.736782 -1.233117 -0.01 -0.10 0.08
C -4.686445 -1.764728 -1.784457 0.70 -0.67 -0.20
C -5.730272 0.544328 -1.926627 0.01 0.67 -0.20
C -6.326845 -1.012401 0.000785 -0.14 0.08 0.50
C -3.261576 -1.747563 -1.153986 -0.01 0.77 0.14
H -4.563781 -1.618309 -2.866730 -0.08 -0.10 0.11
H -5.106198 -2.759707 -1.594256 -0.06 -0.15 -0.24
H -3.278291 -2.259533 -0.162658 -0.04 0.02 -0.31
H -2.534341 -2.283667 -1.793941 -0.32 -0.13 0.19
H -6.503793 0.498249 -2.717066 0.07 0.07 0.03
H -4.782934 0.844959 -2.404358 -0.32 -0.05 0.19
H -6.041058 1.325384 -1.214586 0.11 -0.04 -0.28
H -7.301510 -1.497036 -0.196278 0.08 0.00 0.08
H -6.541222 -0.070026 0.530831 0.01 -0.32 0.04
H -5.756664 -1.681460 0.666273 -0.23 0.17 -0.07
C 3.121459 2.334353 3.487268 -0.06 0.11 0.15
C 3.294072 2.193695 1.999607 0.06 0.10 -0.42
C 3.392157 3.357398 1.242714 0.12 0.33 -0.23
C 3.600713 3.295044 -0.137294 -0.01 -0.28 0.20
C 3.652170 2.055280 -0.758856 0.10 0.13 0.27
C 3.505022 0.865016 -0.018667 -0.10 0.10 0.35
N 3.513600 -0.301937 -0.766538 0.29 0.02 -0.65
C 3.571260 -1.669921 -0.409611 -0.23 -1.24 -0.04
C 4.808545 -2.329802 -0.527709 -0.31 0.09 0.10
C 4.923327 -3.704418 -0.313555 -0.31 0.03 0.02
C 3.782501 -4.456888 -0.002422 0.36 0.15 -0.03
C 2.544543 -3.829039 0.083308 0.27 -0.05 -0.02
C 2.418945 -2.457284 -0.119260 0.57 0.27 -0.13
C 1.028020 -1.896660 -0.080357 -1.43 0.91 0.05
O 0.035633 -2.635849 -0.264884 1.79 0.20 0.27
O 0.948348 -0.604072 0.117570 1.91 -3.22 0.12
C 3.362724 0.929788 1.391977 0.05 0.60 -0.68
C 3.278928 -0.253583 2.286784 -0.04 -0.56 0.38
H 2.172622 1.901995 3.835080 0.22 0.01 -0.06
H 3.939145 1.855875 4.044659 -0.21 0.05 -0.10
H 3.116405 3.401169 3.738648 -0.01 -0.23 0.07
H 3.329154 4.323417 1.752650 0.04 -0.28 -0.23
H 3.729152 4.208301 -0.719157 -0.10 -0.24 0.12
H 3.816320 1.977892 -1.835356 -0.11 0.07 0.23
H 3.575591 -0.165746 -1.772526 0.04 0.11 0.54
H 5.681687 -1.734174 -0.805733 -0.24 -0.17 0.15
H 5.903492 -4.176428 -0.403368 -0.30 0.06 0.03
H 3.858280 -5.533554 0.153356 0.02 0.26 -0.02
H 1.632398 -4.390350 0.285357 0.23 0.17 -0.08
H 2.313669 -0.268125 2.811887 0.21 -0.08 -0.08
H 3.386842 -1.201260 1.765318 -0.04 0.18 0.21
H 4.066227 -0.204181 3.052450 -0.14 -0.04 -0.08

- The highest multiplicity belongs to which entry?
  C30H34NO3Pt

- Among the records above, which one has the highest multiplicity?
  C30H34NO3Pt